A molecular structure, C30H50BN7O2P2S3W in a non-equilibrium geometry, computed with ωB97M-V/def2-TZVPD.

Its total charge is +2. The spin multiplicity is 3. For the energy above the lowest of the compared OMol25 structures with the same formula, charge and spin, the calculation gives 124.2 kJ/mol.

CARTESIAN COORDINATES (ANGSTROEM)
1 W -0.415 0.159 -0.019
2 S -1.139 1.313 2.121
3 S 1.013 2.178 -0.344
4 S 2.000 -1.038 2.276
5 P -2.705 -0.802 -0.639
6 P -0.559 0.765 -2.466
7 O 0.421 -1.360 -1.165
8 O 1.235 0.078 1.477
9 N -1.152 3.944 -0.185
10 N 2.002 -2.983 -1.398
11 N 3.351 -3.084 -1.361
12 N -3.449 2.402 3.011
13 N -3.096 2.776 0.890
14 N -0.910 -2.419 1.927
15 N 0.794 4.883 0.285
16 C -0.156 5.863 0.226
17 C 5.345 -1.605 -1.164
18 C 0.779 -4.395 -2.894
19 C 2.123 5.189 0.786
20 C -3.293 -0.017 -2.094
21 C 3.760 1.198 2.138
22 C -0.641 2.525 -3.072
23 C -0.600 -5.516 -0.860
24 C 2.860 -0.933 -0.947
25 C -2.605 2.183 1.942
26 C 1.396 -0.960 4.001
27 C 3.653 -0.323 2.424
28 C 1.671 -1.655 -1.142
29 C 3.982 -4.365 -1.562
30 C 1.067 -4.059 -1.575
31 C -4.308 3.408 1.255
32 C -4.132 -0.554 0.487
33 C -0.787 -1.561 1.160
34 C -4.543 3.094 2.517
35 C 1.076 0.400 4.723
36 C 0.150 3.691 -0.013
37 C -2.697 -2.600 -0.979
38 C -1.332 5.339 -0.043
39 C -2.181 0.091 -3.164
40 C -0.179 -5.349 -3.220
41 C 0.410 -4.582 -0.556
42 C -3.248 1.903 4.351
43 C 0.625 0.020 -3.702
44 C -0.860 -5.962 -2.154
45 C 3.901 -1.882 -1.101
46 B -2.380 2.939 -0.408
47 H 3.954 1.327 1.113
48 H -4.636 0.388 0.317
49 H 2.921 4.621 0.292
50 H -3.931 -0.704 1.540
51 H 2.185 5.056 1.916
52 H -1.558 2.978 -2.677
53 H 0.494 -1.551 3.869
54 H -1.951 -0.904 -3.603
55 H -4.193 1.720 4.912
56 H -2.772 0.929 4.268
57 H -2.529 0.674 -4.005
58 H -2.614 2.543 4.921
59 H -2.301 5.728 -0.075
60 H 2.808 1.747 2.365
61 H 0.147 0.743 4.245
62 H 1.308 -3.913 -3.725
63 H -3.228 -2.860 -1.859
64 H 2.155 -1.605 4.585
65 H -4.180 -0.526 -2.468
66 H -1.605 -6.750 -2.396
67 H -3.599 0.975 -1.696
68 H 0.212 3.094 -2.717
69 H 3.620 -4.867 -2.430
70 H 1.697 0.356 -3.684
71 H 0.523 -1.051 -3.720
72 H 0.597 -4.303 0.475
73 H 5.977 -2.309 -0.594
74 H 0.137 6.841 0.427
75 H -5.373 3.444 3.125
76 H 5.526 -0.610 -0.845
77 H -4.895 4.052 0.608
78 H -2.008 1.919 -0.843
79 H 3.037 0.118 -0.721
80 H -1.316 -5.922 -0.123
81 H -3.018 -3.164 -0.119
82 H 0.271 0.415 -4.610
83 H -0.780 2.586 -4.163
84 H 4.262 -0.897 1.702
85 H -1.618 -2.902 -1.012
86 H 5.786 -1.659 -2.206
87 H 1.954 1.037 4.710
88 H -4.794 -1.352 0.229
89 H 5.049 -4.243 -1.744
90 H 0.914 0.269 5.789
91 H -3.150 3.456 -1.153
92 H 3.927 -0.521 3.486
93 H 3.845 -4.910 -0.627
94 H 4.603 1.514 2.761
95 H -0.373 -5.640 -4.241
96 H 2.263 6.299 0.628

For reference, the Mulliken charges in units of e are: 1.4031 -0.0899 -0.5271 0.5970 1.0836 1.3911 0.4482 -0.6199 1.5129 1.4388 -0.2623 0.2445 1.3418 -0.9723 0.3237 -0.6503 -2.0918 0.3080 -0.7284 -0.9999 -0.9832 -1.2552 -0.8512 -0.2253 -0.9539 -0.8031 -0.6912 0.2260 -0.9970 -1.0710 -0.6552 -1.5002 0.3731 -0.6788 -0.5546 -0.2698 -0.9662 -0.8007 -1.4023 -0.8976 0.2145 -0.9131 -1.5265 -0.5080 0.4315 -1.5203 0.3121 0.3847 0.2865 0.2773 0.2835 0.1752 0.3878 0.3559 0.3472 0.3413 0.6740 0.3283 0.5829 0.0846 -0.1480 0.4579 0.5755 0.6031 0.8012 0.3986 -0.0599 0.3970 0.2995 0.2881 0.2237 0.5288 0.4641 0.5240 0.4980 0.4351 0.5282 -1.0706 0.3100 0.4030 0.5204 0.6972 0.6436 0.2497 -0.1426 0.3980 0.2373 0.6598 0.4505 0.4390 -0.0155 0.6710 0.3470 0.4247 0.4647 0.3051

---

A molecular structure, C30H50Br10F15Fe2O10 in a non-equilibrium geometry, computed with ωB97M-V/def2-TZVPD.

Its total charge is -2. The spin multiplicity is 10. For the electronic energy, the calculation gives -862351.74048 eV.

CARTESIAN COORDINATES (ANGSTROEM)
1 Br 1.982 -4.303 -0.188
2 Br -2.204 -1.775 -5.178
3 Br -4.862 -4.386 -2.191
4 Br -1.856 0.959 -8.834
5 Br -4.726 3.420 5.142
6 Br -4.874 0.568 -1.542
7 Br -5.454 -5.789 -5.314
8 Br 6.516 -5.650 0.869
9 Br -7.241 0.942 4.842
10 Br -7.583 -2.568 0.521
11 Fe 1.003 0.080 -0.792
12 Fe 2.274 -0.885 2.270
13 F 0.212 6.576 -5.175
14 F 2.388 -4.596 5.241
15 F 6.475 1.004 -0.032
16 F -1.996 0.236 2.746
17 F -1.277 5.074 -5.502
18 F 3.161 -2.792 6.062
19 F 0.761 4.618 -5.482
20 F 3.213 3.284 2.284
21 F 4.992 0.719 -1.556
22 F -3.400 -0.630 1.402
23 F 2.238 1.452 2.080
24 F 1.289 3.097 3.054
25 F -2.291 1.122 0.804
26 F 1.082 -3.348 6.405
27 F 4.617 2.134 -0.046
28 O 4.316 -0.220 1.951
29 O 2.484 -2.857 2.939
30 O 1.087 5.231 -2.550
31 O -0.967 -0.919 -0.467
32 O 0.322 -0.607 1.234
33 O 0.767 2.349 -0.212
34 O 2.335 3.918 -0.196
35 O 1.345 -1.235 4.044
36 O -0.528 3.808 -2.988
37 O 2.951 -0.440 0.164
38 C 5.657 0.131 2.498
39 C -6.460 -0.193 -0.543
40 C 1.330 3.334 0.693
41 C -1.976 3.429 -2.801
42 C 2.089 -3.290 5.478
43 C -6.227 -1.712 -0.629
44 C 1.655 -2.680 4.071
45 C 4.189 5.411 -0.775
46 C 2.018 2.774 2.010
47 C -3.622 -5.426 -3.288
48 C -1.574 -0.652 -7.652
49 C 3.537 -5.464 0.347
50 C -5.513 1.024 3.872
51 C -0.130 5.415 -4.908
52 C -2.200 -0.075 1.479
53 C 4.915 -4.623 0.504
54 C -4.504 1.572 4.777
55 C -1.983 1.907 -2.738
56 C -3.698 -5.054 -4.688
57 C -0.193 5.162 -3.329
58 C -1.583 -1.925 -1.237
59 C 4.323 -0.218 0.476
60 C -1.012 -0.909 0.944
61 C 0.657 -0.756 5.173
62 C 3.011 5.165 0.174
63 C 0.555 0.776 5.039
64 C 5.142 0.918 -0.263
65 C -2.032 -0.101 -6.285
66 C -0.597 -2.470 -2.258
67 C 5.604 -0.377 3.943
68 H -6.540 0.198 0.472
69 H -6.466 -2.000 -1.653
70 H -0.970 5.823 -2.946
71 H 4.618 6.389 -0.557
72 H -1.309 0.522 -5.759
73 H -7.251 0.313 -1.097
74 H -5.592 1.543 2.917
75 H 5.091 -1.335 4.027
76 H -2.617 -5.263 -2.901
77 H 0.394 -2.422 -1.806
78 H -2.170 -2.670 -0.700
79 H -2.769 3.713 -3.492
80 H 1.463 1.378 5.058
81 H 6.585 -0.434 4.414
82 H 0.572 4.047 1.016
83 H 3.256 -5.932 1.291
84 H 1.097 -0.831 6.167
85 H -2.189 -1.502 -7.949
86 H -0.880 -3.520 -2.328
87 H -0.369 -1.105 5.292
88 H -3.485 1.453 4.408
89 H 4.985 4.672 -0.695
90 H -5.175 0.058 3.499
91 H 2.359 6.038 0.148
92 H -2.905 -5.314 -5.389
93 H 0.641 -3.076 4.015
94 H -4.660 1.103 5.748
95 H -5.210 -2.076 -0.488
96 H -2.183 3.836 -1.812
97 H -0.551 -1.028 -7.615
98 H -3.833 -3.980 -4.821
99 H 0.032 1.109 4.143
100 H -3.846 -6.491 -3.238
101 H -0.420 -1.865 -3.148
102 H 3.433 5.295 1.170
103 H 4.889 -3.822 1.243
104 H 3.861 5.554 -1.805
105 H 6.571 -0.115 1.958
106 H -2.839 1.553 -3.313
107 H -1.048 1.435 -3.038
108 H 4.880 -1.121 0.226
109 H 4.917 0.279 4.478
110 H 5.099 -4.110 -0.440
111 H -1.166 -1.944 1.249
112 H -2.387 -1.352 -1.700
113 H -2.170 1.629 -1.701
114 H -2.991 0.407 -6.390
115 H 5.745 1.211 2.611
116 H 3.632 -6.170 -0.479
117 H -0.061 1.233 5.814

Results of the Mulliken charge analysis, in e, for atoms 1 through 99: -0.0478 -0.1482 -0.0544 -0.2102 -0.1340 -0.0386 -0.1974 -0.1866 -0.1879 -0.2022 0.7357 -0.1777 -0.2669 -0.2883 -0.3035 -0.2685 -0.3003 -0.2669 -0.3098 -0.2941 -0.2542 -0.2631 0.2822 -0.3153 -0.2134 -0.2779 -0.1838 -0.2014 -0.9224 -0.7780 0.5466 -0.5666 -0.3220 0.0437 0.2057 -0.0634 -0.6937 -0.4917 -0.4336 -0.6715 -0.7838 0.5078 -0.4759 0.4426 -1.1943 1.0115 -0.4962 -0.5824 -0.6068 -0.5395 0.8247 0.5235 -0.3664 -0.2118 0.6096 -0.5580 -0.4220 0.0740 0.3748 0.2403 -0.3263 -0.4359 -1.2679 0.3907 -0.7436 -0.4525 -1.2359 0.2103 0.4921 0.1250 0.4380 0.4307 0.3927 0.4415 0.1902 0.2886 -0.3318 0.3010 0.2850 0.3113 0.3955 0.1583 0.3525 0.2955 0.3847 0.0284 0.2194 -0.0365 0.1639 0.2724 0.3809 0.4505 0.2328 0.4351 0.0296 0.3708 0.4305 0.1387 0.1454